Record 1
This record from the OMol25 dataset describes a single C3H6N2OS molecule. The level of theory is ωB97M-V with the def2-TZVPD basis set.

Geometry as ORCA input:
```
! wB97M-V def2-TZVPD RIJCOSX def2/J DEFGRID3
* xyz 0 1
C -2.15 0.65 0.10
C -0.55 -1.28 -0.03
C 2.96 0.23 0.06
H -2.12 1.35 1.04
H -2.96 -0.11 -0.01
H -2.60 1.35 -0.77
H -0.15 0.69 0.04
H 3.62 -0.69 0.47
H 3.28 1.34 -0.17
N -0.96 0.02 -0.28
N 1.68 0.11 -0.33
O -1.23 -2.20 -0.09
S 1.17 -1.47 -0.04
*
```

Results
Electronic energy, eV: -19068.648
Orbital gap, Ha: 0.3447
Energy above the lowest of the compared OMol25 structures with the same formula, charge and spin, kJ/mol: 339.5
SMILES string: C=NSC(=O)NC
HOMO level, eV: -9.22

These are the Mulliken partial charges, in e, on atoms 1 to 8: C -0.78; C 0.51; C -0.23; H 0.23; H 0.36; H 0.22; H 0.31; H 0.22


Record 2
This record from the OMol25 dataset describes a single C3H6N2OS molecule. The level of theory is ωB97M-V with the def2-TZVPD basis set.

Geometry as ORCA input:
```
! wB97M-V def2-TZVPD RIJCOSX def2/J DEFGRID3
* xyz 0 1
C -0.72 -0.77 -1.73
C 0.06 0.30 -0.96
C 0.09 0.14 0.51
H -0.52 -0.67 -2.77
H -1.81 -0.57 -1.63
H -0.38 -1.79 -1.35
H -0.93 -1.51 0.63
H 1.23 1.90 0.54
H 0.38 0.59 3.28
N -0.41 -0.84 1.17
N 0.83 1.16 1.11
O 0.63 1.23 -1.48
S 1.56 0.82 2.68
*
```

Results
Electronic energy, eV: -19070.270
Orbital gap, Ha: 0.3308
Energy above the lowest of the compared OMol25 structures with the same formula, charge and spin, kJ/mol: 183.0
SMILES string: [H]/N=C(/NS)C(C)=O
HOMO level, eV: -8.94

These are the Mulliken partial charges, in e, on atoms 1 to 8: C -1.28; C 0.99; C 0.42; H 0.35; H 0.30; H 0.36; H 0.22; H 0.31


Record 3
This record from the OMol25 dataset describes a single C3H6N2OS molecule. The level of theory is ωB97M-V with the def2-TZVPD basis set.

Geometry as ORCA input:
```
! wB97M-V def2-TZVPD RIJCOSX def2/J DEFGRID3
* xyz 0 1
C -0.61 0.12 0.54
C 0.76 -0.22 0.66
C 1.46 -0.18 -0.75
H -2.34 -0.95 -0.05
H -0.68 -1.69 -0.36
H -2.07 1.36 0.43
H 0.86 -1.34 0.85
H 1.40 0.38 1.37
H 0.36 1.99 -0.80
N -1.36 -1.01 0.12
N -1.14 1.21 0.78
O 2.20 -1.09 -1.13
S 1.15 1.44 -1.65
*
```

Results
Electronic energy, eV: -19070.298
Orbital gap, Ha: 0.3872
Energy above the lowest of the compared OMol25 structures with the same formula, charge and spin, kJ/mol: 180.3
SMILES string: [H]/N=C(\N)CC(=O)S
HOMO level, eV: -9.93

These are the Mulliken partial charges, in e, on atoms 1 to 8: C 0.72; C -0.82; C 0.51; H 0.20; H 0.23; H 0.22; H 0.32; H 0.26


Record 4
This record from the OMol25 dataset describes 2 unconnected molecules or ions with the total composition C3H6N2OS. The level of theory is ωB97M-V with the def2-TZVPD basis set.

Geometry as ORCA input:
```
! wB97M-V def2-TZVPD RIJCOSX def2/J DEFGRID3
* xyz 0 1
C 0.08 1.77 0.36
C 0.27 0.28 0.00
C -0.26 -2.62 -0.32
H 1.72 2.52 -0.44
H -0.42 2.06 -0.72
H -0.54 1.86 1.23
H -1.53 -0.13 0.87
H -0.94 -3.49 -0.63
H 1.12 -2.75 0.23
N -0.85 -0.52 0.35
N -1.33 -1.64 -0.35
O 1.14 2.57 0.50
S 1.53 0.07 -1.06
*
```

Results
Electronic energy, eV: -19065.095
Orbital gap, Ha: 0.3164
Energy above the lowest of the compared OMol25 structures with the same formula, charge and spin, kJ/mol: 682.3
HOMO level, eV: -8.82

These are the Mulliken partial charges, in e, on atoms 1 to 8: C -0.59; C 0.45; C -0.27; H 0.36; H 0.28; H 0.33; H 0.24; H 0.31


Record 5
This record from the OMol25 dataset describes a single C3H6N2OS2 molecule. The level of theory is ωB97M-V with the def2-TZVPD basis set.

Geometry as ORCA input:
```
! wB97M-V def2-TZVPD RIJCOSX def2/J DEFGRID3
* xyz 0 1
C -1.01 -0.64 0.41
C -1.22 0.76 0.51
C -0.07 1.44 1.26
N 1.04 -0.82 0.58
N 0.95 -1.27 -2.02
O -1.57 -1.68 0.31
S 1.48 0.81 0.45
S 1.42 -1.94 -0.56
H -1.05 1.00 -0.48
H -2.16 0.90 1.05
H -0.07 2.55 1.23
H 0.08 1.23 2.34
H 1.76 -0.78 -2.31
H 0.42 -1.56 -2.77
*
```

Results
Electronic energy, eV: -29903.257
Orbital gap, Ha: 0.3040
Energy above the lowest of the compared OMol25 structures with the same formula, charge and spin, kJ/mol: 392.5
HOMO level, eV: -7.64

These are the Mulliken partial charges, in e, on atoms 1 to 8: C 0.53; C -0.43; C -0.63; N -0.30; N -0.44; O -0.40; S -0.08; S 0.04


Record 6
This record from the OMol25 dataset describes a single C3H6N2OS2 molecule. The level of theory is ωB97M-V with the def2-TZVPD basis set.

Geometry as ORCA input:
```
! wB97M-V def2-TZVPD RIJCOSX def2/J DEFGRID3
* xyz 0 1
C -0.17 0.01 0.91
C 1.56 1.20 -0.64
C 0.31 0.59 -1.36
H -1.43 -2.15 3.31
H 2.45 0.69 -0.93
H 1.80 2.25 -0.93
H -0.46 1.32 -1.62
H 0.60 0.13 -2.31
H -1.51 -1.78 -0.61
N -0.62 -0.54 2.01
N -0.24 -0.41 -0.38
O -1.63 -0.73 -0.71
S -1.78 -1.79 2.11
S 1.10 1.21 1.14
*
```

Results
Electronic energy, eV: -29903.654
Orbital gap, Ha: 0.3235
Energy above the lowest of the compared OMol25 structures with the same formula, charge and spin, kJ/mol: 354.1
SMILES string: ON1CCS/C1=N/S
HOMO level, eV: -8.09

These are the Mulliken partial charges, in e, on atoms 1 to 8: C 0.59; C -0.45; C -0.60; H 0.14; H 0.31; H 0.33; H 0.31; H 0.31


Please write out number 3 again, unchanged.
This record from the OMol25 dataset describes a single C3H6N2OS molecule. The level of theory is ωB97M-V with the def2-TZVPD basis set.

Geometry as ORCA input:
```
! wB97M-V def2-TZVPD RIJCOSX def2/J DEFGRID3
* xyz 0 1
C -0.61 0.12 0.54
C 0.76 -0.22 0.66
C 1.46 -0.18 -0.75
H -2.34 -0.95 -0.05
H -0.68 -1.69 -0.36
H -2.07 1.36 0.43
H 0.86 -1.34 0.85
H 1.40 0.38 1.37
H 0.36 1.99 -0.80
N -1.36 -1.01 0.12
N -1.14 1.21 0.78
O 2.20 -1.09 -1.13
S 1.15 1.44 -1.65
*
```

Results
Electronic energy, eV: -19070.298
Orbital gap, Ha: 0.3872
Energy above the lowest of the compared OMol25 structures with the same formula, charge and spin, kJ/mol: 180.3
SMILES string: [H]/N=C(\N)CC(=O)S
HOMO level, eV: -9.93

These are the Mulliken partial charges, in e, on atoms 1 to 8: C 0.72; C -0.82; C 0.51; H 0.20; H 0.23; H 0.22; H 0.32; H 0.26